{
  "formula": "C42H105N7O14",
  "method": "ωB97M-V/def2-TZVPD",
  "relative_energy_ev": 2.150,
  "spin_multiplicity": 1,
  "energy_ev": -84339.822,
  "e_lumo_ha": 0.0216,
  "gap_ev": 8.71,
  "molar_mass_g_mol": 932.34,
  "symbols": ["C", "O", "C", "C", "N", "C", "C", "O", "C", "H", "H", "H", "H", "H", "H", "H", "H", "H", "H", "H", "H", "H", "H", "H", "C", "O", "C", "C", "N", "C", "C", "O", "C", "H", "H", "H", "H", "H", "H", "H", "H", "H", "H", "H", "H", "H", "H", "H", "C", "O", "C", "C", "N", "C", "C", "O", "C", "H", "H", "H", "H", "H", "H", "H", "H", "H", "H", "H", "H", "H", "H", "H", "C", "O", "C", "C", "N", "C", "C", "O", "C", "H", "H", "H", "H", "H", "H", "H", "H", "H", "H", "H", "H", "H", "H", "H", "C", "O", "C", "C", "N", "C", "C", "O", "C", "H", "H", "H", "H", "H", "H", "H", "H", "H", "H", "H", "H", "H", "H", "H", "C", "O", "C", "C", "N", "C", "C", "O", "C", "H", "H", "H", "H", "H", "H", "H", "H", "H", "H", "H", "H", "H", "H", "H", "C", "O", "C", "C", "N", "C", "C", "O", "C", "H", "H", "H", "H", "H", "H", "H", "H", "H", "H", "H", "H", "H", "H", "H"],
  "coordinates": [[3.802257, -4.875050, -6.851655], [2.798835, -4.183422, -6.151602], [3.226710, -3.123758, -5.302988], [1.997994, -2.294039, -5.023512], [1.146366, -2.961047, -4.072824], [-0.046550, -2.220523, -3.645876], [-0.942566, -3.212323, -2.922206], [-1.782326, -3.961364, -3.792261], [-2.742879, -4.676064, -3.057829], [4.622549, -5.161179, -6.189024], [4.228756, -4.290952, -7.675553], [3.370165, -5.748858, -7.335114], [3.992609, -2.507267, -5.794309], [3.771899, -3.480815, -4.424463], [1.412346, -2.091183, -5.933461], [2.321845, -1.310383, -4.667392], [0.975719, -3.938651, -4.243490], [-0.614106, -1.797596, -4.485960], [0.293533, -1.401896, -3.010271], [-1.636408, -2.608580, -2.323219], [-0.336745, -3.899446, -2.325505], [-3.462106, -4.004895, -2.574683], [-2.349511, -5.317392, -2.264063], [-3.323520, -5.303487, -3.730873], [4.311649, -0.950814, -1.088153], [4.136689, -0.268469, -2.311243], [5.308030, -0.091211, -3.040532], [4.948913, 0.294506, -4.471932], [6.050958, 0.298103, -5.431665], [7.097378, 1.293776, -5.259129], [6.573643, 2.706161, -5.630063], [6.089756, 2.724233, -6.958059], [5.867245, 4.042530, -7.388883], [5.123000, -0.455965, -0.537736], [4.679456, -1.970040, -1.266077], [3.374208, -0.874119, -0.552461], [5.752389, -1.094798, -3.142770], [6.107193, 0.580065, -2.705138], [4.357589, 1.225828, -4.495851], [4.208189, -0.388298, -4.893847], [5.598430, 0.443171, -6.324636], [7.982646, 1.006186, -5.827352], [7.514558, 1.481009, -4.265872], [7.431552, 3.384786, -5.571883], [5.762258, 2.937690, -4.935238], [5.098092, 4.507860, -6.762593], [5.591132, 4.186315, -8.432515], [6.779668, 4.647009, -7.296167], [4.773800, 1.712420, 2.833275], [3.970360, 0.846311, 2.046413], [2.627914, 0.744598, 2.468945], [1.815606, 0.041484, 1.375594], [0.419891, -0.240343, 1.786046], [-0.502448, -0.664759, 0.777143], [-0.869208, 0.437951, -0.192282], [-1.684131, -0.072988, -1.243751], [-1.953952, 1.001544, -2.142261], [4.546245, 1.573890, 3.891231], [4.727940, 2.753969, 2.503275], [5.772305, 1.368099, 2.559684], [2.154107, 1.733642, 2.520024], [2.596613, 0.349175, 3.489005], [2.057399, -1.008709, 1.176097], [1.943664, 0.706328, 0.525758], [0.446375, -0.872302, 2.570230], [-1.422551, -1.013233, 1.247575], [-0.153627, -1.470598, 0.105932], [0.024344, 0.860525, -0.669046], [-1.333169, 1.277324, 0.336170], [-1.020832, 1.105255, -2.704693], [-2.245048, 1.946114, -1.680151], [-2.719622, 0.772164, -2.882198], [-2.155425, 4.069007, 1.679915], [-2.400578, 3.097933, 2.651576], [-2.835171, 3.546955, 3.936565], [-2.882042, 2.342369, 4.796600], [-1.617462, 1.632007, 4.835467], [-1.586504, 0.463367, 5.695863], [-0.362118, -0.382937, 5.383367], [-0.026296, -1.194895, 6.494938], [1.106341, -1.966862, 6.203230], [-2.225701, 3.683729, 0.664995], [-1.143001, 4.477685, 1.811857], [-2.803594, 4.951133, 1.753111], [-3.776896, 4.100607, 3.856144], [-2.107020, 4.287115, 4.299377], [-3.622358, 1.641685, 4.379769], [-3.172296, 2.693112, 5.791620], [-1.321888, 1.415288, 3.892522], [-2.468587, -0.141239, 5.427934], [-1.652601, 0.676635, 6.762216], [0.518760, 0.218375, 5.128659], [-0.579153, -0.949586, 4.467177], [1.986649, -1.531710, 5.707461], [0.816276, -2.719203, 5.448856], [1.458593, -2.459945, 7.106576], [5.090886, 0.678581, 13.982316], [4.799360, 1.516098, 12.892924], [3.492494, 1.406265, 12.336851], [3.201889, 0.142515, 11.533220], [3.884649, 0.113884, 10.238441], [5.300477, -0.166967, 10.266517], [5.885785, -0.030756, 8.875082], [5.954544, 1.294146, 8.388322], [6.517411, 1.385906, 7.096423], [4.603200, 1.008173, 14.902567], [6.170380, 0.713466, 14.136255], [4.901263, -0.387100, 13.817269], [3.388791, 2.377554, 11.847555], [2.768596, 1.487983, 13.165178], [2.128494, -0.027613, 11.451459], [3.587031, -0.680181, 12.143112], [3.752703, 1.012108, 9.789812], [5.618262, -1.161350, 10.573801], [5.856024, 0.638047, 10.772971], [5.227674, -0.606023, 8.203614], [6.895951, -0.457262, 8.871156], [5.868157, 0.848748, 6.401398], [7.579103, 1.146320, 7.027157], [6.429040, 2.441312, 6.835903], [-3.168213, 3.610723, -12.267050], [-4.019727, 2.759147, -11.571422], [-5.118844, 3.326752, -10.908997], [-5.662243, 2.492589, -9.772035], [-4.643960, 2.389649, -8.741485], [-5.175176, 1.791629, -7.525037], [-4.027712, 1.531364, -6.558117], [-3.394294, 0.339389, -6.923189], [-2.248936, -0.011884, -6.161273], [-2.731936, 4.383782, -11.627398], [-3.712261, 4.079086, -13.101912], [-2.345539, 3.146835, -12.813924], [-5.946715, 3.460676, -11.624436], [-4.921151, 4.344774, -10.559837], [-5.985285, 1.467548, -9.992124], [-6.455379, 3.167642, -9.436601], [-3.796257, 1.939587, -9.053497], [-5.597970, 0.800674, -7.745349], [-5.910896, 2.406850, -7.007125], [-4.357349, 1.521612, -5.507905], [-3.378662, 2.419802, -6.568370], [-1.500640, 0.773970, -6.306222], [-1.891165, -0.970785, -6.522007], [-2.578118, -0.044424, -5.118163], [-7.560126, -3.478842, 5.153061], [-7.563776, -3.717943, 3.783505], [-8.741163, -3.341193, 3.088511], [-8.508005, -3.751007, 1.636419], [-7.270751, -3.242019, 1.006212], [-7.511332, -1.860697, 0.548439], [-6.232319, -1.354545, -0.165920], [-5.514068, -0.668142, 0.856069], [-4.168508, -0.475751, 0.468225], [-7.077506, -2.543372, 5.473573], [-6.854529, -4.158094, 5.647591], [-8.504064, -3.576494, 5.692740], [-8.847201, -2.251176, 3.186371], [-9.643633, -3.768037, 3.536008], [-9.404735, -3.569885, 1.043256], [-8.418997, -4.842033, 1.661968], [-6.653613, -3.093479, 1.804858], [-7.635180, -1.187927, 1.407249], [-8.459539, -1.738872, 0.022426], [-6.411240, -0.783648, -1.083355], [-5.633620, -2.221277, -0.461205], [-3.521451, -0.232515, 1.312142], [-4.135374, 0.269652, -0.328605], [-3.652393, -1.367375, 0.088749]],
  "forces_ev_per_angstrom": [[0.305, 0.232, -0.100], [-0.095, -0.190, 0.090], [0.416, 0.209, -1.236], [-0.272, -0.188, 0.238], [0.002, 0.814, 0.958], [0.680, -1.573, -0.682], [-0.966, 1.059, 0.280], [0.530, -0.239, -0.281], [-0.665, 0.004, 0.045], [0.031, -0.207, 0.032], [0.017, 0.346, 0.139], [-0.159, -0.129, 0.338], [-0.180, 0.056, -0.440], [-0.547, -0.253, 0.376], [0.505, -0.087, -0.391], [-0.174, -0.123, 0.454], [-0.080, 0.064, -0.514], [-0.009, 0.065, -0.076], [-0.303, 0.006, 0.256], [0.289, -0.163, 0.584], [-0.036, 0.131, 0.280], [0.054, 0.215, 0.047], [0.432, 0.002, -0.072], [0.189, -0.003, -0.216], [1.120, 0.500, -0.319], [-0.518, 0.943, 0.137], [0.500, -1.611, -1.875], [-0.955, 0.539, -0.428], [0.167, -0.570, 1.005], [-0.511, 1.441, -0.612], [0.908, -0.986, -0.397], [-0.038, -0.227, -0.612], [0.194, 0.948, 0.444], [-0.301, 0.028, 0.363], [-0.487, -0.142, 0.042], [0.103, -0.340, 0.073], [0.460, 0.129, 0.107], [-0.476, 0.189, 0.864], [0.342, 0.325, 0.399], [0.212, -0.425, 0.357], [0.464, 0.035, -0.249], [-0.189, 0.110, -0.434], [-0.531, -0.819, 0.413], [-0.243, 0.346, 0.362], [0.107, 0.456, 0.094], [-0.052, 0.122, -0.065], [-0.244, -0.921, -0.045], [0.061, -0.062, 0.258], [0.303, -0.771, -0.934], [-0.431, -0.016, -0.190], [-0.392, 0.546, -0.278], [-0.577, -1.686, 0.935], [-0.119, 2.032, 0.650], [-0.277, -0.395, -1.034], [0.327, 0.445, -0.236], [-0.762, 0.731, 0.576], [0.765, -0.585, -0.706], [0.210, 0.230, 0.095], [-0.473, 0.076, 0.249], [0.222, 0.167, 0.622], [0.133, 0.189, 0.207], [-0.231, -0.505, -0.073], [1.729, 0.435, -0.539], [-0.488, -0.352, -0.368], [-0.071, -0.117, -0.050], [0.097, -0.081, 0.120], [0.239, -0.283, 0.351], [0.243, -0.059, 0.145], [-0.354, -0.066, 0.021], [-0.034, 0.671, -0.169], [0.141, -0.074, 0.395], [-0.162, -0.541, 0.306], [0.653, 1.163, 0.355], [-0.645, -0.569, -0.227], [1.091, 1.027, -1.301], [-0.241, -0.938, 0.246], [0.874, 1.018, 0.666], [-0.594, -0.459, -0.978], [0.218, 0.366, 0.135], [0.317, 0.567, -0.437], [0.000, -1.480, -0.702], [-0.142, -0.396, 0.138], [0.070, -0.094, -0.096], [-0.349, -0.233, 0.063], [-0.266, -0.379, 0.035], [0.110, -0.192, 0.205], [-0.521, 0.287, 0.298], [-0.033, -0.416, 0.082], [-0.002, -0.073, -0.051], [-0.068, -0.282, 0.473], [0.186, 0.365, -0.041], [-0.137, 0.399, 0.096], [0.013, -0.483, 0.191], [-0.303, 1.049, 0.388], [-0.010, -0.293, 0.347], [-0.186, 0.009, 0.038], [0.554, -0.233, 0.037], [0.172, -0.394, -0.307], [-0.448, 0.689, 1.414], [1.222, 0.396, 0.146], [-0.821, -0.640, 0.155], [1.194, 1.956, -0.977], [-0.257, -0.828, -0.947], [0.132, 0.145, 0.691], [-0.950, 0.949, 0.170], [-0.208, -0.011, 0.004], [-0.009, 0.292, 0.041], [-0.421, 0.057, -0.144], [-0.179, -0.390, -0.764], [-0.052, -0.272, 0.039], [-0.033, 0.206, -0.265], [-0.099, -0.159, -0.157], [0.020, -0.041, -0.143], [-0.567, -0.037, 0.532], [0.016, -0.547, 0.829], [0.289, -0.142, -0.157], [-0.019, -0.128, -0.025], [0.424, -0.371, -0.264], [-0.032, -0.542, 0.139], [0.059, 0.034, -0.072], [-0.368, 1.219, -0.944], [0.660, -1.355, 0.536], [-0.826, 0.253, -1.262], [1.575, 0.422, 0.178], [-0.756, 1.024, 0.925], [1.235, -0.865, 0.120], [-0.156, 0.692, 0.575], [0.118, -0.372, -0.600], [-0.892, 0.959, -0.169], [-0.118, 0.079, 0.068], [-0.142, 0.400, 0.260], [-0.100, -0.865, 0.658], [0.061, -0.075, -0.188], [0.411, -0.107, 0.323], [-0.564, 0.357, -0.673], [-0.356, -0.651, 0.421], [-0.152, -0.278, -0.136], [-0.400, 0.058, 0.165], [-0.114, 0.244, -0.408], [-0.299, -0.488, -0.025], [0.413, -0.201, -0.366], [0.285, -0.182, 0.239], [-0.003, -0.031, 0.113], [0.488, -0.265, 0.177], [1.264, 0.072, 1.539], [-0.259, -0.418, -0.017], [0.557, 1.089, -0.123], [0.035, -1.302, 0.339], [-1.417, 0.885, 0.610], [0.728, 0.621, 0.002], [-0.671, -0.695, 0.767], [0.624, -0.146, -0.358], [0.364, -0.123, -0.198], [-0.553, 0.537, -0.642], [-0.294, -0.541, -0.397], [-0.305, -0.033, -0.449], [-0.099, 0.060, -0.123], [0.054, -0.365, -0.137], [0.146, 0.364, -0.173], [0.024, -0.033, -0.005], [0.368, -0.498, -0.238], [0.048, 0.090, -0.007], [0.273, -0.464, -0.583], [-0.032, 0.491, 0.267], [-0.146, -0.139, -0.095], [-0.543, 0.677, 0.210], [0.324, 0.190, 0.119], [-0.609, -0.290, -0.281]]
}